{
  "formula": "C25H61AsCrN6O5P2SSi3",
  "method": "ωB97M-V/def2-TZVPD",
  "species": ["Cr", "C", "N", "C", "P", "O", "O", "P", "O", "N", "C", "C", "N", "C", "C", "N", "C", "C", "H", "H", "H", "H", "H", "H", "H", "H", "H", "H", "H", "H", "H", "H", "H", "H", "H", "H", "H", "H", "H", "H", "H", "H", "S", "C", "C", "C", "C", "C", "N", "H", "H", "H", "H", "N", "C", "C", "C", "O", "O", "H", "H", "H", "H", "H", "H", "C", "Si", "C", "C", "As", "Si", "C", "C", "C", "Si", "C", "C", "C", "H", "H", "H", "H", "H", "H", "H", "H", "H", "H", "H", "H", "H", "H", "H", "H", "H", "H", "H", "H", "H", "H", "H", "H", "H", "H", "H"],
  "xyz": [[0.1317, -0.3144, 0.1616], [-3.3831, 0.9087, 2.8630], [-2.0796, 1.5541, 2.9678], [-2.1241, 2.9888, 3.2257], [-0.7805, 0.5801, 3.1560], [-0.6637, -0.5039, 2.1371], [0.4204, 1.5936, 3.1908], [1.7779, 1.8198, 2.3033], [1.5795, 1.6061, 0.8671], [2.8179, 0.7780, 3.0285], [4.1314, 0.6558, 2.3855], [2.7580, 0.2394, 4.3763], [2.2054, 3.3626, 2.6470], [1.7669, 4.4600, 1.7806], [2.5542, 3.7518, 4.0007], [-0.7529, -0.1012, 4.6710], [-1.5315, -1.3158, 4.9138], [-0.7973, 0.8331, 5.7967], [-3.9666, 1.3949, 2.0769], [-3.9489, 0.9695, 3.8004], [-3.2716, -0.1411, 2.5870], [-2.7728, 3.4581, 2.4858], [-1.1393, 3.4265, 3.0911], [-2.5111, 3.2020, 4.2292], [4.0629, 0.9454, 1.3383], [4.4492, -0.3888, 2.4129], [4.8824, 1.2677, 2.8999], [3.4592, 0.7483, 5.0488], [3.0312, -0.8188, 4.3522], [1.7552, 0.3097, 4.7840], [1.3730, 4.0615, 0.8506], [2.6129, 5.1224, 1.5789], [0.9710, 5.0383, 2.2593], [2.9271, 2.8957, 4.5630], [1.6944, 4.1730, 4.5360], [3.3419, 4.5081, 3.9778], [-1.6198, -1.8896, 3.9946], [-2.5375, -1.0770, 5.2812], [-1.0273, -1.9342, 5.6598], [-0.1751, 1.7054, 5.5976], [-0.4118, 0.3377, 6.6894], [-1.8184, 1.1733, 6.0075], [3.0155, -0.7868, -0.5925], [2.1073, -0.3106, -1.9654], [2.6837, -0.1371, -3.2475], [1.9011, 0.2306, -4.3129], [0.5233, 0.4180, -4.1376], [0.0081, 0.2318, -2.8785], [0.7716, -0.1077, -1.8253], [3.7496, -0.2884, -3.3511], [2.3511, 0.3692, -5.2902], [-0.1243, 0.6913, -4.9590], [-1.0513, 0.3361, -2.6734], [-3.2315, 0.4783, -1.5697], [-3.4445, 1.9289, -1.5378], [-2.1263, 2.6972, -1.5260], [-1.3526, 2.5091, -0.2267], [-1.0901, 3.5046, 0.4506], [-1.0691, 1.3025, 0.1257], [-4.1149, -0.0137, -1.5627], [-2.7086, 0.2116, -0.7439], [-4.0399, 2.2547, -0.6735], [-4.0085, 2.2096, -2.4287], [-2.3248, 3.7600, -1.6334], [-1.5091, 2.3823, -2.3683], [0.9646, -5.9524, 1.6036], [1.2641, -4.1013, 1.6403], [3.1002, -3.7529, 1.5867], [0.5810, -3.4498, 3.2534], [0.2292, -2.9654, -0.1602], [-2.0536, -3.5908, -0.1233], [-2.8098, -3.1490, -1.7776], [-2.4519, -5.3823, 0.2870], [-2.8819, -2.5596, 1.2032], [1.1470, -4.0061, -2.1077], [0.7483, -5.8442, -2.1142], [0.3697, -3.2372, -3.6231], [3.0037, -3.8634, -2.2316], [1.4025, -6.3872, 2.5108], [1.4325, -6.4384, 0.7463], [-0.0998, -6.1999, 1.5982], [3.5375, -3.9850, 2.5647], [3.2946, -2.7039, 1.3511], [3.6118, -4.3666, 0.8415], [1.1698, -3.8786, 4.0733], [-0.4619, -3.7483, 3.4018], [0.6417, -2.3609, 3.3058], [-2.5396, -3.8669, -2.5544], [-2.5266, -2.1477, -2.1172], [-3.9015, -3.1733, -1.6771], [-1.8811, -6.1224, -0.2720], [-3.5143, -5.5424, 0.0621], [-2.3147, -5.5781, 1.3554], [-2.8916, -1.4982, 0.9399], [-2.3699, -2.6570, 2.1643], [-3.9160, -2.9026, 1.3222], [-0.2516, -6.1001, -1.7675], [1.4743, -6.4042, -1.5184], [0.8438, -6.1978, -3.1488], [-0.6477, -3.5963, -3.7897], [0.9684, -3.5245, -4.4958], [0.3507, -2.1460, -3.5822], [3.5231, -3.8988, -1.2748], [3.2937, -2.9300, -2.7171], [3.3374, -4.7065, -2.8507]],
  "multiplicity": 5,
  "homo_ha": [-0.24425, -0.24622],
  "charge": 0,
  "total_energy_ha": -6923.94670,
  "lumo_energy_ev": [0.47, 0.46],
  "homo_lumo_gap_ev": [7.112, 7.165],
  "e_above_lowest_kcal_mol": 14.0
}